[1]
{
  "formula": "C36H65LaN13OS",
  "method": "the ωB97M-V functional and the def2-TZVPD basis",
  "symbols": ["La", "C", "N", "C", "C", "N", "C", "C", "N", "C", "C", "N", "C", "N", "C", "C", "N", "C", "C", "C", "C", "N", "C", "N", "C", "C", "N", "C", "C", "N", "C", "C", "H", "H", "H", "H", "H", "H", "H", "H", "H", "H", "H", "H", "H", "H", "H", "H", "H", "H", "H", "H", "H", "H", "H", "H", "H", "H", "H", "H", "H", "H", "H", "H", "H", "H", "H", "H", "H", "H", "H", "H", "H", "H", "H", "H", "H", "H", "H", "H", "C", "N", "C", "C", "C", "C", "C", "C", "C", "C", "H", "H", "H", "H", "H", "H", "H", "H", "H", "H", "H", "H", "S", "C", "N", "O", "N", "C", "C", "C", "C", "C", "H", "H", "H", "H", "H"],
  "xyz": [[0.015, -1.013, -0.534], [-3.268, 2.964, -2.603], [-3.258, 1.719, -3.345], [-3.978, 1.701, -4.601], [-2.678, 0.577, -2.819], [-1.472, 0.552, -2.321], [-0.525, 1.594, -2.768], [0.146, 2.339, -1.630], [1.193, 1.606, -0.881], [2.371, 1.332, -1.724], [3.337, 0.356, -1.087], [2.822, -1.016, -1.046], [3.612, -1.957, -1.470], [3.352, -3.270, -1.235], [2.331, -3.738, -0.318], [3.795, -4.308, -2.155], [4.846, -1.701, -2.095], [4.897, -1.233, -3.466], [6.045, -2.333, -1.581], [1.653, 2.510, 0.222], [0.933, 2.507, 1.548], [-0.352, 3.173, 1.439], [-0.808, 3.854, 2.422], [-0.320, 3.904, 3.747], [0.395, 5.121, 4.105], [0.177, 2.693, 4.406], [-1.876, 4.707, 2.189], [-2.314, 4.874, 0.815], [-2.791, 5.159, 3.227], [-3.454, -0.539, -2.888], [-2.866, -1.866, -2.782], [-4.902, -0.486, -2.729], [-4.289, 3.227, -2.301], [-2.875, 3.790, -3.202], [-2.662, 2.872, -1.705], [-3.539, 2.420, -5.298], [-5.035, 1.961, -4.472], [-3.919, 0.713, -5.050], [-1.000, 2.355, -3.376], [0.214, 1.116, -3.409], [-0.603, 2.629, -0.892], [0.578, 3.263, -2.041], [2.896, 2.277, -1.920], [2.059, 0.932, -2.684], [3.556, 0.664, -0.063], [4.273, 0.416, -1.635], [1.909, -2.938, 0.269], [2.767, -4.455, 0.378], [1.523, -4.228, -0.861], [4.588, -3.955, -2.802], [2.957, -4.630, -2.781], [4.157, -5.169, -1.591], [3.993, -0.683, -3.720], [5.003, -2.061, -4.182], [5.755, -0.567, -3.597], [5.863, -2.726, -0.582], [6.851, -1.599, -1.515], [6.403, -3.156, -2.212], [1.641, 3.536, -0.169], [2.690, 2.273, 0.430], [1.599, 3.010, 2.253], [0.835, 1.475, 1.897], [-0.057, 5.981, 3.606], [1.455, 5.075, 3.825], [0.338, 5.285, 5.185], [-0.194, 1.795, 3.922], [-0.166, 2.680, 5.443], [1.267, 2.634, 4.417], [-1.509, 5.275, 0.193], [-3.152, 5.570, 0.801], [-2.624, 3.926, 0.364], [-2.860, 6.249, 3.240], [-2.443, 4.819, 4.196], [-3.797, 4.758, 3.060], [-3.459, -2.567, -3.374], [-2.839, -2.230, -1.756], [-1.857, -1.859, -3.186], [-5.406, -0.909, -3.602], [-5.241, 0.536, -2.591], [-5.200, -1.068, -1.856], [-2.135, 0.429, 2.320], [-2.326, -0.685, 1.407], [-3.667, -0.611, 0.845], [-2.107, -1.935, 2.152], [-2.136, -3.143, 1.258], [-2.959, -4.231, 1.528], [-2.896, -5.370, 0.727], [-2.013, -5.395, -0.346], [-1.242, -4.264, -0.624], [-1.284, -3.099, 0.152], [-2.797, 0.352, 3.197], [-2.345, 1.370, 1.815], [-1.105, 0.445, 2.660], [-4.428, -0.542, 1.639], [-3.880, -1.497, 0.254], [-3.753, 0.275, 0.210], [-2.814, -2.039, 2.989], [-1.101, -1.837, 2.574], [-3.624, -4.208, 2.388], [-3.518, -6.230, 0.950], [-1.940, -6.276, -0.975], [-0.600, -4.309, -1.503], [0.556, -2.565, -3.080], [1.143, -1.327, -4.048], [1.539, -0.459, -4.711], [0.905, -0.944, 1.853], [1.892, -1.386, 2.721], [1.521, -1.801, 3.999], [2.468, -2.208, 4.883], [3.852, -2.218, 4.539], [4.190, -1.775, 3.230], [3.237, -1.371, 2.349], [0.461, -1.778, 4.206], [2.138, -2.530, 5.863], [4.607, -2.539, 5.243], [5.224, -1.751, 2.900], [3.434, -1.038, 1.342]],
  "atomic_forces_ev_per_a": [[0.78, 0.38, 0.98], [0.07, -0.07, -0.12], [-0.08, 0.10, 0.05], [-0.08, 0.01, 0.13], [0.04, 0.08, 0.02], [0.25, -0.11, 0.22], [-0.09, -0.23, 0.26], [0.05, -0.09, 0.10], [-0.26, 0.35, 0.55], [-0.08, 0.05, 0.00], [0.04, -0.28, 0.05], [-0.33, 0.15, -0.41], [0.08, 0.03, 0.19], [0.00, -0.15, 0.00], [-0.02, -0.10, -0.24], [-0.10, 0.06, 0.08], [-0.02, -0.10, 0.09], [0.03, 0.10, 0.10], [-0.08, -0.02, -0.12], [0.20, -0.02, -0.39], [-0.41, -0.12, -0.05], [-0.18, -0.13, 0.15], [-0.03, 0.16, 0.02], [0.16, -0.17, -0.09], [-0.18, 0.00, 0.12], [-0.10, 0.27, -0.11], [0.11, -0.05, 0.04], [0.07, -0.02, 0.10], [0.08, -0.19, -0.16], [-0.02, -0.11, 0.14], [-0.12, 0.19, -0.27], [0.21, -0.01, -0.08], [-0.03, -0.02, -0.03], [0.04, 0.01, -0.01], [-0.01, -0.05, -0.02], [0.03, 0.04, 0.00], [-0.01, -0.01, 0.01], [0.02, 0.00, 0.01], [-0.20, 0.03, -0.21], [0.05, -0.05, -0.09], [0.01, 0.13, 0.01], [0.07, 0.04, 0.00], [0.02, 0.06, -0.06], [-0.06, -0.06, -0.12], [0.03, 0.01, 0.10], [0.12, 0.02, -0.01], [0.07, 0.34, 0.30], [0.02, -0.06, 0.06], [0.00, -0.03, -0.02], [-0.02, 0.04, -0.03], [-0.03, 0.01, 0.02], [0.03, 0.00, 0.03], [-0.08, -0.04, -0.01], [-0.02, 0.01, 0.04], [-0.02, 0.00, 0.02], [-0.04, 0.00, 0.01], [0.02, 0.07, -0.02], [0.00, -0.02, -0.01], [0.07, 0.07, -0.04], [0.09, -0.07, 0.03], [0.08, 0.11, 0.09], [-0.05, -0.12, -0.01], [0.02, -0.09, 0.03], [0.00, -0.01, -0.01], [0.00, -0.02, -0.05], [-0.09, 0.08, -0.06], [-0.02, 0.05, 0.01], [0.10, 0.02, -0.04], [0.00, -0.04, 0.06], [0.03, 0.00, -0.01], [-0.06, 0.01, 0.07], [0.02, 0.04, -0.02], [0.04, -0.02, 0.02], [0.02, -0.01, 0.00], [-0.05, 0.03, 0.03], [-0.01, -0.06, 0.19], [-0.06, 0.04, 0.04], [0.01, 0.01, -0.02], [0.03, 0.03, 0.01], [0.03, -0.03, 0.06], [-0.07, 0.27, 0.05], [0.23, 0.02, -0.17], [-0.11, 0.01, 0.02], [0.05, -0.19, 0.17], [-0.14, 0.17, 0.04], [0.12, -0.10, 0.11], [0.12, 0.08, -0.03], [-0.10, 0.14, 0.07], [-0.21, -0.21, -0.01], [0.29, -0.53, -0.51], [-0.01, -0.03, -0.03], [0.03, 0.09, -0.06], [0.17, -0.08, 0.04], [0.01, -0.01, -0.02], [0.04, -0.10, -0.09], [0.01, -0.02, 0.00], [-0.16, 0.14, -0.04], [-0.15, -0.09, 0.01], [0.01, 0.00, -0.07], [0.01, 0.04, -0.02], [-0.01, 0.01, 0.03], [-0.06, -0.07, 0.04], [0.14, -0.01, -0.17], [-0.02, -0.01, 0.09], [0.01, -0.08, 0.09], [0.46, -0.20, -0.49], [-0.41, 0.09, -0.39], [0.07, 0.21, -0.52], [0.43, -0.02, -0.02], [-0.25, 0.09, -0.18], [0.02, -0.13, 0.36], [-0.60, 0.10, 0.03], [0.04, 0.01, -0.04], [0.03, 0.01, -0.02], [-0.07, 0.02, -0.07], [-0.08, -0.01, 0.05], [-0.06, -0.03, 0.04]],
  "spin_multiplicity": 2,
  "homo_ha": [-0.1546, -0.2745],
  "relative_energy_kcal_mol": 0.0,
  "lumo_ev": [0.4, 0.4]
}

---

[2]
{
  "formula": "CBrClOS",
  "method": "the ωB97M-V functional and the def2-TZVPD basis",
  "symbols": ["C", "O", "S", "Cl", "Br"],
  "xyz": [[0.317, -0.098, 0.958], [0.089, 0.429, 1.981], [-0.388, -0.069, -0.940], [-1.658, 0.906, -2.467], [1.639, -1.167, 0.468]],
  "atomic_forces_ev_per_a": [[-3.10, 3.23, 0.44], [-0.13, -0.48, -0.92], [0.20, -0.19, -0.92], [0.53, -0.28, 1.90], [2.51, -2.28, -0.50]],
  "homo_ha": -0.3602,
  "relative_energy_kcal_mol": 47.7,
  "lumo_ev": -2.2
}

---

[3]
{
  "formula": "C5H8O2",
  "method": "the ωB97M-V functional and the def2-TZVPD basis",
  "symbols": ["C", "C", "C", "C", "C", "O", "O", "H", "H", "H", "H", "H", "H", "H", "H"],
  "xyz": [[1.738, 0.650, -0.420], [1.084, -0.563, 0.156], [-0.275, -0.384, 0.818], [-1.312, -0.209, -0.286], [-1.894, 0.936, -0.575], [-0.631, -1.584, 1.442], [1.535, -1.695, 0.134], [0.104, -2.234, 1.122], [-0.279, 0.462, 1.514], [-1.511, -1.106, -0.862], [0.977, 1.362, -0.749], [2.403, 0.382, -1.242], [2.343, 1.125, 0.357], [-1.686, 1.843, -0.024], [-2.595, 1.014, -1.385]],
  "atomic_forces_ev_per_a": [[0.16, -0.02, -0.19], [0.06, -0.55, 0.25], [-1.02, -0.70, -0.72], [0.72, 0.50, 0.09], [-0.12, 0.27, -0.10], [1.75, -1.46, 0.04], [0.16, 0.79, -0.26], [-1.52, 1.25, 0.81], [0.05, -0.03, -0.06], [0.00, -0.04, 0.12], [0.16, -0.06, 0.02], [-0.08, 0.00, 0.04], [-0.07, -0.02, 0.04], [0.01, 0.04, 0.11], [-0.25, 0.03, -0.18]],
  "homo_ha": -0.3643,
  "relative_energy_kcal_mol": 26.6,
  "lumo_ev": 0.8
}

---

[4]
{
  "formula": "C2H2KO6",
  "method": "the ωB97M-V functional and the def2-TZVPD basis",
  "symbols": ["K", "O", "C", "O", "O", "H", "O", "C", "O", "O", "H"],
  "xyz": [[2.339, 0.180, -0.108], [0.531, 3.506, -0.843], [-0.324, 2.468, -0.523], [0.011, 1.646, 0.378], [-1.384, 2.407, -1.173], [-0.164, 3.745, -1.510], [0.707, -2.121, 0.873], [-0.508, -2.852, 0.932], [-1.382, -2.424, 1.712], [-0.701, -3.725, 0.064], [0.875, -2.831, 0.199]],
  "atomic_forces_ev_per_a": [[-1.32, 0.08, 0.43], [-1.13, 0.07, -0.97], [-0.86, -3.05, 2.04], [1.35, 0.71, -0.60], [0.29, 0.90, -0.52], [1.19, 1.22, -0.22], [0.64, -1.90, -1.33], [-5.45, 1.90, 1.75], [1.47, -0.29, 0.28], [1.98, -0.56, -0.50], [1.85, 0.91, -0.35]],
  "homo_ha": -0.1596,
  "relative_energy_kcal_mol": 21.5,
  "charge": -1,
  "lumo_ev": 1.3
}

---

[5]
{
  "formula": "C27H38BN6O2RuS3",
  "method": "the ωB97M-V functional and the def2-TZVPD basis",
  "symbols": ["Ru", "O", "S", "C", "C", "C", "C", "S", "O", "C", "C", "C", "C", "C", "C", "C", "C", "C", "C", "C", "C", "H", "H", "H", "H", "H", "H", "H", "H", "H", "H", "H", "H", "H", "H", "H", "H", "H", "H", "B", "N", "C", "C", "C", "N", "N", "C", "C", "C", "N", "H", "H", "H", "H", "H", "H", "H", "H", "C", "C", "N", "C", "S", "N", "C", "C", "H", "H", "H", "H", "H", "H", "H", "H", "H", "H", "H", "H"],
  "xyz": [[-0.287, 0.262, 0.114], [-0.043, 2.162, 1.091], [-0.398, 2.948, 2.365], [-1.456, 4.315, 1.802], [-2.381, 3.967, 0.640], [-1.724, 4.111, -0.734], [-2.638, 3.578, -1.837], [-2.382, 1.814, -2.205], [-1.956, 1.171, -0.872], [-0.937, 1.899, -3.229], [0.338, 2.104, -2.720], [1.413, 2.139, -3.592], [1.204, 1.989, -4.958], [-0.076, 1.798, -5.457], [-1.158, 1.739, -4.591], [-1.545, 1.949, 3.271], [-2.513, 1.163, 2.652], [-3.370, 0.412, 3.439], [-3.264, 0.458, 4.825], [-2.297, 1.243, 5.431], [-1.421, 1.990, 4.654], [-0.779, 5.135, 1.563], [-2.008, 4.586, 2.704], [-3.248, 4.629, 0.687], [-2.767, 2.956, 0.765], [-0.769, 3.588, -0.760], [-1.506, 5.163, -0.928], [-2.474, 4.060, -2.801], [-3.693, 3.681, -1.583], [0.511, 2.253, -1.657], [2.411, 2.289, -3.206], [2.046, 2.018, -5.636], [-0.233, 1.674, -6.519], [-2.154, 1.554, -4.972], [-2.613, 1.134, 1.571], [-4.127, -0.203, 2.972], [-3.940, -0.127, 5.433], [-2.212, 1.269, 6.508], [-0.651, 2.592, 5.119], [2.227, -1.518, -2.140], [0.689, -1.789, -2.201], [0.168, -2.753, -2.962], [-1.218, -2.693, -2.890], [-1.466, -1.629, -2.041], [-0.303, -1.081, -1.634], [2.634, -0.438, -1.074], [3.904, -0.058, -0.943], [4.000, 0.902, 0.056], [2.704, 1.061, 0.498], [1.873, 0.241, -0.186], [2.590, -1.116, -3.211], [2.762, -2.559, -1.847], [0.814, -3.406, -3.524], [-1.931, -3.315, -3.399], [-2.405, -1.222, -1.703], [4.662, -0.491, -1.574], [4.884, 1.409, 0.398], [2.314, 1.713, 1.258], [0.681, -5.949, 0.831], [0.517, -4.838, -0.196], [-0.174, -3.663, 0.344], [0.375, -2.730, 1.104], [-0.700, -1.488, 1.747], [1.659, -2.765, 1.395], [2.398, -1.898, 2.317], [2.879, -2.681, 3.524], [1.162, -6.808, 0.367], [-0.288, -6.267, 1.212], [1.292, -5.640, 1.679], [-0.078, -5.176, -1.043], [1.475, -4.511, -0.612], [-1.167, -3.580, 0.189], [2.182, -3.557, 1.043], [1.735, -1.086, 2.609], [3.233, -1.469, 1.761], [2.041, -3.117, 4.067], [3.417, -2.019, 4.200], [3.560, -3.481, 3.235]],
  "atomic_forces_ev_per_a": [[0.36, -0.32, -0.18], [-0.03, 0.00, -0.01], [-0.05, 0.10, 0.08], [-0.03, -0.14, -0.04], [0.01, -0.01, 0.03], [-0.04, -0.05, -0.01], [0.14, -0.07, 0.07], [0.03, 0.10, -0.22], [-0.14, 0.11, 0.21], [-0.10, -0.03, -0.02], [0.12, 0.08, 0.15], [-0.05, -0.01, 0.04], [-0.04, -0.01, -0.03], [0.05, -0.01, -0.02], [0.03, -0.08, 0.05], [-0.02, 0.04, -0.01], [-0.02, -0.02, -0.10], [0.01, 0.01, 0.02], [0.00, -0.01, -0.01], [0.02, 0.00, 0.01], [-0.01, -0.02, -0.01], [0.04, -0.01, -0.01], [0.01, 0.04, 0.01], [0.03, 0.02, 0.04], [-0.03, 0.05, -0.04], [-0.02, 0.08, 0.06], [-0.06, 0.00, -0.04], [-0.02, 0.02, -0.01], [-0.02, -0.01, 0.01], [-0.02, -0.06, -0.11], [0.03, 0.00, 0.01], [0.02, 0.00, -0.01], [0.00, 0.01, -0.02], [-0.03, 0.01, 0.01], [0.02, -0.01, 0.08], [-0.02, -0.02, -0.01], [-0.01, -0.01, 0.01], [0.00, 0.00, 0.02], [0.02, 0.01, 0.01], [0.03, -0.01, 0.00], [0.06, -0.01, 0.07], [-0.03, 0.05, 0.01], [0.01, 0.03, 0.04], [-0.03, 0.01, -0.06], [-0.17, -0.04, -0.08], [-0.12, -0.06, -0.03], [-0.05, 0.02, 0.02], [-0.04, -0.02, 0.00], [-0.02, 0.00, 0.01], [0.14, 0.17, 0.04], [0.01, 0.02, -0.04], [0.01, -0.05, 0.05], [0.03, -0.03, -0.02], [-0.03, -0.03, -0.02], [-0.01, -0.01, 0.02], [0.03, -0.02, -0.03], [0.04, 0.03, 0.02], [-0.02, 0.02, 0.02], [0.02, 0.00, -0.02], [0.02, 0.02, -0.05], [0.01, 0.02, 0.06], [-0.10, 0.02, -0.02], [-0.04, 0.08, 0.09], [-0.04, -0.14, -0.05], [0.01, 0.09, 0.00], [0.01, 0.01, 0.01], [0.02, -0.01, 0.00], [-0.02, -0.01, 0.00], [0.01, 0.01, 0.02], [0.01, 0.00, 0.03], [-0.01, -0.02, -0.02], [0.02, 0.05, -0.04], [0.00, 0.05, -0.04], [0.05, -0.04, -0.01], [0.00, 0.02, 0.02], [-0.02, 0.00, 0.02], [0.03, 0.01, 0.02], [0.01, -0.02, -0.01]],
  "spin_multiplicity": 6,
  "homo_ha": [-0.5095, -0.5094],
  "charge": 2,
  "lumo_ev": [-4.6, -7.3]
}